No. 1
# CH4NOS

2 unconnected molecules or ions with the total composition CH4NOS (the ωB97M-V functional and the def2-TZVPD basis, the OMol25 dataset).

Geometry as XYZ:
```
8
Properties=species:S:1:pos:R:3:forces:R:3:nbo_charge:R:1
S -2.487 -0.877 0.622 0.0 0.4 0.0 -1.0265
H -1.969 -2.097 0.585 0.1 -0.5 0.0 0.0837
C 1.060 0.944 0.096 0.2 1.1 0.7 0.5298
N 0.614 -0.203 -0.448 -0.6 -0.1 -1.0 -0.8515
O 1.861 1.718 -0.410 0.0 -0.2 -0.4 -0.6604
H 0.655 1.237 1.082 -0.1 -0.7 0.1 0.1096
H 0.510 -0.086 -1.457 0.5 -0.4 0.3 0.3775
H -0.244 -0.636 -0.069 0.0 0.5 0.3 0.4379
```
Forces are in eV/Å.

The net charge is -1. For the HOMO-LUMO gap, the calculation gives 7.3 eV.

=====

No. 2
# C3H5NOS

A single C3H5NOS molecule (the ωB97M-V functional and the def2-TZVPD basis, the OMol25 dataset).

Geometry as XYZ:
```
11
Properties=species:S:1:pos:R:3:forces:R:3:nbo_charge:R:1
C -0.666 -0.635 -0.799 0.4 3.0 0.8 0.6344
C -0.390 0.584 -0.010 0.2 0.9 2.2 -0.4156
C -0.305 0.355 1.540 1.5 0.6 -3.2 -0.4058
H 0.080 -2.558 -0.980 1.8 4.3 0.2 0.4106
H 1.431 -1.173 -0.607 -2.9 -0.4 -0.1 0.4543
H -0.885 1.451 -0.405 -0.4 0.2 0.3 0.2505
H -0.084 -0.661 1.762 -0.3 -0.7 0.4 0.2193
H -0.826 0.938 2.276 0.1 0.5 -0.1 0.2359
N 0.401 -1.430 -0.818 0.2 -6.6 -1.2 -0.8596
O -1.789 -0.629 -1.258 -0.1 -2.1 -0.6 -0.5889
S 1.247 0.951 0.585 -0.5 0.3 1.4 0.0650
```
Forces are in eV/Å.

For the HOMO-LUMO gap, the calculation gives 9.9 eV. As for the structure (SMILES): NC(=O)[C@H]1CS1.

=====

No. 3
# C10H8N2

A single C10H8N2 molecule (the ωB97M-V functional and the def2-TZVPD basis, the OMol25 dataset).

Geometry as XYZ:
```
20
Properties=species:S:1:pos:R:3:forces:R:3:nbo_charge:R:1
C 2.737 -0.617 -2.126 -7.9 -0.3 2.4 -0.1743
C 1.499 -1.262 -2.434 -0.8 2.8 4.1 -0.2026
C 0.411 -0.971 -1.485 1.7 -1.5 -2.8 -0.1530
C 0.527 -0.107 -0.423 3.1 0.7 0.0 -0.1287
C 1.817 0.551 -0.198 -1.3 -1.3 0.9 -0.1381
C 2.878 0.239 -1.085 -4.7 0.1 2.3 -0.2331
C -0.575 0.081 0.486 -2.6 2.0 1.0 0.3790
C -2.631 -0.585 1.458 2.8 -0.6 -2.3 0.0361
C -2.685 0.616 2.081 -2.5 -0.7 2.8 -0.3030
C -1.619 1.555 1.901 -3.0 -1.4 0.1 0.0928
H 3.482 -0.782 -2.651 7.0 -1.6 -5.1 0.1836
H 1.215 -1.887 -3.242 0.6 -0.5 -0.7 0.2180
H -0.479 -1.561 -1.696 -0.2 0.5 0.5 0.2237
H 1.999 1.088 0.842 -0.5 -0.8 -2.7 0.2344
H 3.690 0.699 -0.742 4.0 1.4 0.3 0.2082
H -3.314 -1.454 1.531 0.3 1.0 0.0 0.2176
H -3.595 0.705 2.881 2.5 0.4 -2.1 0.2253
H -1.810 2.460 2.413 0.7 1.3 0.3 0.1899
N -1.522 -0.824 0.587 -1.3 -0.3 1.5 -0.4441
N -0.670 1.357 1.073 2.0 -1.2 -0.7 -0.4317
```
Forces are in eV/Å.

For the HOMO-LUMO gap, the calculation gives 9.3 eV. As for the structure (SMILES): c1ccc(-c2ncccn2)cc1.

=====

No. 4
# C5H9F3OSi

2 unconnected molecules or ions with the total composition C5H9F3OSi (the ωB97M-V functional and the def2-TZVPD basis, the OMol25 dataset).

Geometry as XYZ:
```
19
Properties=species:S:1:pos:R:3:forces:R:3:nbo_charge:R:1
C 3.773 -0.443 -0.334 -2.0 -0.9 -1.1 0.2855
C -2.043 -0.753 -1.106 -1.6 -0.1 2.5 -0.6055
C -1.315 0.292 -0.183 -2.0 -0.3 -1.8 -0.4150
C 0.119 -0.210 0.049 -0.7 1.4 1.9 -0.9003
C 5.213 -0.035 0.067 0.8 1.5 -0.4 0.8510
O 3.658 -1.394 -1.086 0.2 1.9 1.6 -0.5248
F 5.273 1.028 0.868 -0.9 0.8 0.4 -0.3286
F 5.907 0.329 -1.032 -0.3 -0.3 -0.4 -0.3263
F 5.916 -0.941 0.690 0.2 -1.8 0.4 -0.3051
Si 1.400 0.949 0.729 2.7 -0.2 0.3 1.0260
H -1.669 -0.912 -2.046 1.4 0.5 -2.5 0.2058
H -1.974 -1.756 -0.734 0.1 -0.7 0.9 0.2008
H -3.133 -0.631 -1.245 0.4 0.5 0.3 0.2129
H -1.396 1.177 -0.815 0.9 0.4 0.0 0.2118
H -2.042 0.611 0.611 1.3 -0.9 0.2 0.2254
H 0.554 -0.471 -0.867 0.5 -0.6 -1.6 0.2630
H 0.192 -1.077 0.679 -0.3 -0.7 0.2 0.2541
H 1.187 2.393 0.544 0.0 0.0 -0.6 -0.1797
H 2.156 0.955 2.039 -0.8 -0.5 -0.3 -0.1509
```
Forces are in eV/Å.

For the HOMO-LUMO gap (spin up / spin down), the calculation gives 7.5 / 7.5 eV.

=====

No. 5
# C4H7BO4

A single C4H7BO4 molecule (the ωB97M-V functional and the def2-TZVPD basis, the OMol25 dataset).

Geometry as XYZ:
```
16
Properties=species:S:1:pos:R:3:forces:R:3:nbo_charge:R:1
B 0.420 -1.657 -0.194 -0.1 4.1 -1.4 1.0794
C 0.890 -0.523 2.149 -0.1 0.5 -2.9 -0.3046
C 0.524 -0.404 0.869 -1.2 0.9 -2.1 -0.3998
C 0.043 1.042 0.330 2.8 -0.7 4.4 0.7889
C -1.172 2.238 -1.300 0.7 -0.3 2.6 -0.2863
O 0.344 2.077 0.903 0.2 -0.4 -0.1 -0.6508
O 0.356 -1.399 -1.566 1.1 3.6 3.3 -0.8726
O 0.379 -2.821 0.330 0.0 -3.5 2.7 -0.9127
O -0.734 0.976 -0.651 -2.8 -0.4 -3.6 -0.4873
H 1.109 0.352 2.666 -0.1 1.3 1.4 0.2128
H 1.196 -1.463 2.463 0.4 -1.5 1.0 0.1979
H -1.124 2.042 -2.354 0.4 0.3 -0.4 0.2027
H -0.489 2.943 -0.759 -0.6 0.1 -1.5 0.2402
H -2.198 2.466 -0.989 0.2 -0.3 -0.1 0.1918
H 0.139 -2.120 -2.044 -1.0 -3.7 -2.6 0.4716
H 0.318 -3.751 0.147 0.0 0.1 -0.7 0.5287
```
Forces are in eV/Å.

For the HOMO-LUMO gap, the calculation gives 9.8 eV. As for the structure (SMILES): C=C(B(O)O)C(=O)OC.

=====

No. 6
# C4H6OP2

A single C4H6OP2 molecule (the ωB97M-V functional and the def2-TZVPD basis, the OMol25 dataset).

Geometry as XYZ:
```
13
Properties=species:S:1:pos:R:3:forces:R:3:nbo_charge:R:1
C 0.235 0.815 0.268 1.0 1.4 -0.1 0.2825
C -1.221 -1.058 -0.129 -2.1 2.1 1.0 -0.6079
C 1.341 1.826 0.469 -1.0 -0.2 1.4 -0.7560
C -0.222 -2.036 -0.391 -1.0 -4.5 -1.7 -0.6878
O -0.752 1.451 -0.318 1.2 0.6 0.1 -0.7658
P -1.963 0.404 -0.935 -0.4 -1.4 1.1 0.7591
P -2.332 -0.520 1.025 0.0 -0.7 -1.3 0.3884
H 2.080 1.618 1.256 -0.3 -0.4 -0.5 0.2235
H 0.960 2.826 0.621 -0.2 0.5 -0.1 0.2113
H 1.750 1.779 -0.506 1.1 0.1 -1.1 0.2439
H -0.514 -3.005 0.264 0.5 1.6 -2.1 0.2225
H 0.752 -1.897 -0.053 1.6 1.2 0.7 0.2606
H -0.115 -2.203 -1.571 -0.4 -0.2 2.6 0.2256
```
Forces are in eV/Å.

For the HOMO-LUMO gap, the calculation gives 8.0 eV.

=====

No. 7
# C2H6ClNO2

A molecular structure, C2H6ClNO2 (the ωB97M-V functional and the def2-TZVPD basis, the OMol25 dataset).

Geometry as XYZ:
```
12
Properties=species:S:1:pos:R:3:forces:R:3:nbo_charge:R:1
C -0.715 0.963 -0.487 3.1 -3.8 0.8 -0.0422
C 0.934 -0.056 -0.677 -3.6 2.3 1.6 0.4078
N 0.623 -1.391 -0.495 -1.1 -0.3 1.1 -0.8821
O -1.115 1.390 0.739 0.3 0.8 0.0 -0.6716
O 1.272 0.183 -1.948 1.2 0.5 -1.5 -0.7098
Cl 2.222 0.526 0.512 0.0 0.3 -0.1 -0.1820
H -0.577 1.741 -1.133 0.5 2.1 -1.6 0.1611
H -1.284 0.165 -0.926 -0.7 -0.2 -0.2 0.1608
H 1.309 -2.019 -0.930 -0.6 0.0 1.0 0.3982
H 0.133 -1.576 0.445 1.7 -0.1 -2.3 0.3974
H -1.368 0.618 1.211 -0.5 -0.8 1.0 0.4667
H 1.611 1.096 -2.062 -0.3 -0.8 0.3 0.4956
```
Forces are in eV/Å.

For the HOMO-LUMO gap, the calculation gives 9.3 eV.

=====

No. 8
# C28H36N2O7

A single C28H36N2O7 molecule (the ωB97M-V functional and the def2-TZVPD basis, the OMol25 dataset).

Geometry as XYZ:
```
73
Properties=species:S:1:pos:R:3:forces:R:3:nbo_charge:R:1
C -1.101 -1.501 -3.271 0.1 0.1 -0.2 -0.2534
H -0.028 -1.591 -3.466 0.0 0.0 0.0 0.1854
O -1.440 -1.990 -1.995 0.0 -0.1 0.4 -0.4951
C -0.807 -1.461 -0.915 -0.1 -0.1 0.1 0.3327
C 0.105 -0.423 -0.964 -0.1 -0.2 -0.1 -0.3126
C 0.703 0.059 0.196 -0.1 0.0 0.1 -0.0453
C 0.405 -0.528 1.409 0.0 0.1 -0.2 -0.1832
C -0.529 -1.553 1.477 -0.1 -0.2 0.0 -0.3017
C -1.155 -2.023 0.335 0.0 0.1 -0.2 0.2434
O -2.077 -3.024 0.291 0.3 0.1 -0.3 -0.4927
C -2.818 -3.329 1.453 -0.3 0.0 0.5 -0.0577
C -3.718 -2.174 1.902 0.2 -0.1 -0.5 -0.4274
H -4.302 -2.505 2.763 0.0 0.0 0.1 0.2080
H -3.085 -1.342 2.222 0.0 0.0 0.1 0.2094
C -4.652 -1.679 0.791 -0.1 0.1 0.2 -0.2254
C -5.784 -2.669 0.528 0.3 0.1 -0.1 -0.6048
H -5.394 -3.628 0.199 0.0 -0.2 0.0 0.2069
H -6.441 -2.288 -0.250 -0.1 0.0 -0.1 0.2102
H -6.373 -2.822 1.430 -0.1 0.0 0.1 0.1975
C -5.225 -0.313 1.163 0.1 -0.2 -0.2 -0.5978
H -5.806 -0.383 2.081 -0.1 0.0 0.1 0.1995
H -4.428 0.413 1.314 0.1 0.1 0.1 0.2015
H -5.876 0.054 0.374 -0.1 0.1 -0.1 0.2079
H -4.061 -1.572 -0.125 0.0 0.0 0.0 0.2096
H -2.157 -3.635 2.276 0.0 0.0 -0.1 0.1706
H -3.420 -4.193 1.164 0.1 0.0 0.1 0.1943
H -0.753 -1.989 2.438 -0.1 -0.1 0.1 0.2182
H 0.892 -0.195 2.313 0.0 0.1 0.1 0.2083
C 1.694 1.194 0.081 0.2 -0.2 -0.4 -0.0511
N 1.775 2.009 1.270 -0.1 -0.1 -0.1 -0.4045
C 3.008 2.009 1.805 0.1 0.1 0.2 0.6119
O 3.414 2.595 2.795 0.1 0.0 0.0 -0.6431
C 3.855 1.148 0.934 -0.1 -0.2 -0.4 0.2930
C 3.106 0.673 -0.082 0.2 0.4 0.5 -0.1820
C 3.462 -0.115 -1.266 0.1 0.0 0.1 0.5100
O 2.845 -0.003 -2.317 0.1 0.0 0.2 -0.5612
C 4.580 -1.035 -1.133 0.3 -0.6 -1.3 0.1259
C 5.267 -1.723 -2.110 -0.5 0.6 0.5 -0.1997
C 6.243 -2.483 -1.443 0.0 0.1 0.6 -0.3344
C 6.083 -2.223 -0.105 0.5 -0.5 -0.5 0.3374
O 5.083 -1.356 0.083 -0.1 0.0 0.4 -0.3799
C 6.811 -2.736 1.084 -0.3 0.2 0.0 -0.6564
H 7.217 -1.905 1.658 0.1 0.0 0.1 0.2331
H 6.133 -3.289 1.733 0.0 -0.1 0.1 0.2311
H 7.619 -3.389 0.771 0.0 0.0 0.0 0.2295
H 6.967 -3.137 -1.885 0.2 -0.1 0.0 0.2288
H 5.084 -1.665 -3.163 -0.1 0.1 -0.2 0.2382
O 5.151 1.043 1.230 -0.1 0.2 0.1 -0.6350
H 5.292 1.584 2.030 -0.1 0.0 -0.1 0.5063
C 0.664 2.748 1.804 -0.2 0.4 0.0 -0.2269
H 1.035 3.260 2.696 -0.1 -0.1 0.0 0.2410
H -0.132 2.055 2.093 0.1 0.0 0.1 0.2050
C 0.121 3.778 0.807 0.0 -0.2 0.2 -0.2203
N -0.584 3.139 -0.290 0.0 0.1 0.0 -0.4547
C -1.947 2.768 0.054 -0.1 -0.2 -0.2 -0.2563
C -2.564 1.980 -1.101 0.0 -0.1 0.4 -0.0732
O -2.541 2.714 -2.303 -0.1 0.1 -0.1 -0.5245
C -1.226 3.099 -2.625 0.3 0.3 0.0 -0.0711
C -0.599 3.932 -1.507 -0.2 -0.2 -0.2 -0.2476
H 0.426 4.191 -1.781 0.0 0.0 0.0 0.2046
H -1.180 4.863 -1.381 0.1 0.0 0.0 0.1706
H -1.293 3.678 -3.548 0.1 0.0 0.0 0.1953
H -0.605 2.207 -2.797 0.0 0.1 0.0 0.1634
H -3.613 1.759 -0.899 0.1 0.0 0.1 0.1946
H -2.008 1.040 -1.220 -0.1 0.1 0.0 0.1757
H -1.938 2.139 0.945 -0.1 0.0 0.0 0.2065
H -2.562 3.664 0.258 0.0 0.0 0.0 0.1689
H -0.525 4.488 1.349 0.0 0.0 -0.1 0.1794
H 0.966 4.337 0.397 0.0 0.0 0.0 0.2057
H 1.412 1.809 -0.781 0.1 -0.1 0.1 0.2432
H 0.388 0.017 -1.906 0.0 0.1 -0.1 0.2426
H -1.652 -2.120 -3.977 0.1 0.1 0.0 0.2003
H -1.407 -0.457 -3.395 0.0 0.0 0.0 0.1745
```
Forces are in eV/Å.

For the HOMO-LUMO gap, the calculation gives 7.9 eV. As for the structure (SMILES): COc1cc([C@@H]2C(C(=O)c3ccc(C)o3)=C(O)C(=O)N2CCN2CCOCC2)ccc1OCCC(C)C.

=====

These records have molar mass values of 78.1, 103.1, 156.2, 170.2, 129.9, 132.0, 111.5, 512.6 g mol⁻¹, in the order they appear.
These records have F_max values of 1.30, 6.68, 8.87, 2.97, 5.29, 4.93, 4.91, 1.47 eV/Å, in the order they appear.